Computed, not measured: a gas-phase ion, C5H10N5 (charge +1), with ωB97M-V/def2-TZVPD.

LUMO energy (alpha / beta): -6.20 / -6.20 eV
HOMO-LUMO gap (alpha / beta): 0.253 / 0.253 Ha
HOMO level (alpha / beta): -0.481 / -0.481 Eh

Structure (ORCA input):
```
! RIJCOSX wB97M-V def2-TZVPD def2/J DEFGRID3
* xyz 1 1
C 2.509 0.151 -0.271
C -1.041 -0.649 -0.534
C -0.997 0.180 0.710
C -1.292 -2.049 -0.482
C -1.577 1.572 0.619
N 2.319 -0.939 0.576
N 1.169 -0.930 0.937
N 3.597 0.335 -0.831
N 1.307 0.868 -0.209
N 0.511 0.125 0.611
H -0.668 -0.168 -1.381
H -1.323 -0.315 1.738
H -0.672 -2.581 -1.085
H -2.153 -2.152 -1.073
H -1.226 -2.443 0.536
H -2.555 1.572 0.996
H -1.449 1.881 -0.366
H -1.268 2.420 1.329
H 3.633 1.244 -1.387
H 1.174 1.879 -0.432
*
```


Computed, not measured: 2 unconnected molecules or ions with the total composition C5H10N5, with ωB97M-V/def2-TZVPD.

LUMO energy: -5.14 eV
HOMO-LUMO gap: 0.295 Ha
HOMO level: -0.484 Eh

Structure (ORCA input):
```
! RIJCOSX wB97M-V def2-TZVPD def2/J DEFGRID3
* xyz 1 1
C -0.260 -0.528 1.429
C 0.976 -1.395 -0.470
C -0.202 3.124 -0.391
C 0.168 1.976 -1.022
C 0.420 -1.658 0.848
N -0.365 0.673 0.770
N 0.720 -0.162 -1.071
N -0.713 -0.404 2.672
N 1.576 -2.289 -1.204
N 0.150 0.765 -0.418
H -0.156 3.984 -1.045
H -0.595 3.327 0.540
H 0.529 2.002 -1.974
H 0.269 -2.547 1.280
H -2.634 -0.495 -1.381
H -0.478 -1.048 3.368
H -1.139 0.571 2.849
H 2.087 -3.145 -1.049
H 1.650 -2.008 -2.188
H -2.004 -0.743 -1.541
*
```


Computed, not measured: 2 unconnected molecules or ions with the total composition C5H10NO, with ωB97M-V/def2-TZVPD.

LUMO energy: 3.23 eV
HOMO-LUMO gap: 0.212 Ha
HOMO level: -0.093 Eh

Structure (ORCA input):
```
! RIJCOSX wB97M-V def2-TZVPD def2/J DEFGRID3
* xyz -1 1
C -1.094 0.677 1.922
O -2.407 0.892 2.237
C -0.662 1.359 0.565
C 0.592 0.843 -0.123
C 0.611 -0.404 -0.799
C 1.539 -1.017 -1.681
N 1.287 -2.302 -2.241
H -0.471 1.073 2.705
H -0.832 -0.432 1.754
H -1.495 1.248 -0.137
H -0.610 2.490 0.739
H 1.221 0.920 1.769
H 1.319 1.580 -0.503
H -0.305 -1.061 -0.586
H 2.400 -0.445 -1.981
H 2.040 -2.894 -2.045
H 1.063 -2.255 -3.228
*
```


Computed, not measured: a gas-phase ion, C5H10NO (charge -1), with ωB97M-V/def2-TZVPD.

LUMO energy: 3.99 eV
HOMO-LUMO gap: 0.216 Ha
HOMO level: -0.069 Eh
Structure (SMILES): [O-]C[C@H]1CCCN1

Structure (ORCA input):
```
! RIJCOSX wB97M-V def2-TZVPD def2/J DEFGRID3
* xyz -1 1
O -0.095 2.039 2.205
C -0.753 1.427 1.222
C 0.217 0.938 0.020
C 1.081 -0.300 0.557
C 0.267 -1.536 -0.084
C -0.391 -0.881 -1.353
N -0.491 0.505 -1.108
H -1.040 0.350 1.505
H -1.672 1.853 0.878
H 0.916 1.840 -0.232
H 2.123 -0.267 0.210
H 0.988 -0.321 1.679
H 1.133 -2.344 -0.236
H -0.538 -1.963 0.584
H 0.314 -1.123 -2.207
H -1.429 -1.270 -1.673
H -0.631 1.052 -1.966
*
```


Computed, not measured: 2 unconnected molecules or ions with the total composition C5H10NO, with ωB97M-V/def2-TZVPD.

LUMO energy (alpha / beta): -5.81 / -5.51 eV
HOMO-LUMO gap (alpha / beta): 0.269 / 0.294 Ha
HOMO level (alpha / beta): -0.483 / -0.497 Eh

Structure (ORCA input):
```
! RIJCOSX wB97M-V def2-TZVPD def2/J DEFGRID3
* xyz 1 1
C -4.227 -0.500 -0.107
C 3.344 -0.325 0.107
C 1.909 -0.580 0.514
C 0.861 0.147 -0.237
C -1.191 1.107 -0.089
N -3.115 -0.754 0.309
O -0.169 0.548 0.433
H -5.245 -0.956 -0.057
H 4.000 -0.897 0.615
H 3.357 -0.411 -1.033
H 3.486 0.709 0.312
H 1.903 -0.290 1.479
H 1.702 -1.697 0.218
H 1.029 0.328 -1.300
H -4.680 0.406 -0.646
H -1.657 1.805 0.673
H -1.307 1.361 -1.190
*
```


Computed, not measured: a gas-phase ion, C5H10NO (charge +1), with ωB97M-V/def2-TZVPD.

LUMO energy: -5.95 eV
HOMO-LUMO gap: 0.334 Ha
HOMO level: -0.553 Eh

Structure (ORCA input):
```
! RIJCOSX wB97M-V def2-TZVPD def2/J DEFGRID3
* xyz 1 1
C 0.840 1.067 -0.982
C 1.683 0.952 0.255
C -0.035 -0.467 0.152
C -0.442 -1.751 -0.487
C -1.057 0.236 0.945
N 1.295 -0.336 0.409
O 2.025 -1.275 0.431
H 0.212 1.926 -1.064
H 1.163 0.500 -1.852
H 2.796 1.214 0.399
H 1.208 1.753 0.997
H 0.414 -2.033 -1.081
H -1.335 -1.723 -1.194
H -0.415 -2.571 0.156
H -1.618 -0.479 1.514
H -1.800 0.896 0.449
H -0.744 0.895 1.830
*
```


Short version: strongest force on any atom = 0.107, 0.119, 0.086, 0.075, 0.112, 0.143 Eh/bohr, in the order given.
Short version: relative energy (zero: lowest compared OMol25 entry of this formula, charge and spin) = 138.1, 66.6, 102.5, 27.8, 173.2, 143.7 kcal/mol, in the order given.
Short version: total energy = -12784.721, -12787.820, -8879.672, -8882.914, -8871.069, -8872.348 eV, in the order given.